{"formula": "C24H54BrN6O5", "method": "ωB97M-V/def2-TZVPD", "elements": ["H", "H", "H", "H", "H", "H", "H", "H", "H", "H", "C", "C", "C", "C", "N", "H", "H", "H", "C", "N", "C", "H", "H", "H", "H", "H", "H", "C", "C", "H", "H", "C", "H", "N", "H", "H", "H", "H", "C", "H", "H", "C", "H", "O", "H", "C", "H", "H", "H", "H", "H", "H", "H", "H", "H", "C", "H", "C", "C", "H", "H", "H", "C", "H", "H", "N", "C", "C", "H", "H", "C", "H", "Br", "N", "H", "O", "H", "C", "O", "C", "O", "N", "O", "H", "C", "H", "H", "H", "C", "C"], "positions_angstrom": [[-0.00588, 1.95894, -2.11400], [2.20737, 3.41529, -1.69066], [-6.05508, -2.16240, -3.93690], [-5.74062, -2.87290, -6.82404], [3.00046, 2.00666, 1.21288], [0.47736, -2.26533, -1.96586], [6.32585, 3.25990, 6.93336], [1.45191, 1.46376, 1.81106], [0.95196, 3.68798, 0.04897], [-6.82411, -0.78755, 2.49119], [-4.40059, -1.61529, -4.88462], [1.70312, -2.34172, -0.14235], [2.81276, -0.96942, -1.75096], [-1.42166, -2.04670, -0.36755], [-6.32872, -1.56034, 2.90738], [0.77765, -0.42308, -3.35017], [1.96388, -3.12489, 0.56481], [-0.54857, -0.53194, 0.91824], [2.01337, 0.21199, -1.19150], [2.04738, 1.46767, -2.01485], [1.92825, 3.47100, 2.36877], [-3.46704, -2.66172, -6.52426], [2.31691, -1.42380, -2.61180], [-3.10993, -2.38857, 3.15776], [2.98782, 0.78927, -3.78424], [-4.30634, -2.65862, 4.43385], [-6.51327, -3.93242, -5.64453], [5.67606, 0.42202, 6.59763], [-1.35744, -1.26945, 0.93642], [5.89226, 1.05948, 7.44735], [-7.79883, -3.05954, 2.88178], [-7.10434, -2.58732, 3.57769], [1.25820, -1.53389, 0.44356], [5.14774, 1.21039, 5.49934], [6.59784, -0.08025, 6.30172], [4.95480, -0.33418, 6.91008], [-6.44970, -3.35262, 3.97944], [4.78523, -1.04228, -1.45442], [5.26703, 3.34942, 6.68970], [-7.28060, -2.40510, -6.10305], [-2.28118, -0.72419, 1.11499], [0.67487, -2.91561, -1.10436], [4.68251, 3.01202, 7.54600], [-3.93484, -1.07801, -3.88748], [3.42660, 2.43391, -3.29353], [-6.32419, -2.89200, -5.91051], [4.52152, 1.28324, -1.22852], [5.31249, 1.01135, -2.78541], [2.41282, 0.43700, -0.20707], [2.36690, 3.12634, 3.29993], [-1.14691, -1.94431, 1.76217], [0.45191, 2.03816, -0.14817], [-1.24711, -1.37226, -1.21306], [0.96689, -0.06117, -1.05458], [-1.54865, 0.37322, -2.56996], [-1.20194, 0.32713, -3.60105], [-2.71910, -1.11719, -6.08625], [1.96794, 2.32142, 1.36964], [0.50350, 3.97876, 2.64166], [5.03671, 4.39094, 6.49190], [-4.24343, -1.13786, -6.98160], [0.40359, 4.30329, 3.67316], [1.32595, 2.66700, 0.01545], [-0.22438, 3.18436, 2.47163], [4.90807, 0.73342, 4.64525], [2.27894, 2.58517, -1.11519], [3.23809, 1.42527, -2.94072], [-4.15569, -2.59758, 3.35589], [0.97758, 2.54668, -3.44224], [-1.70056, 1.08694, -4.19505], [4.41212, 0.81658, -2.20918], [-7.67810, -2.15922, 4.40044], [0.84430, 0.77309, -5.51527], [-5.61339, -2.21379, -4.84159], [2.56758, 4.27691, 2.00869], [-4.47655, -0.54201, 2.16469], [-2.42403, -2.44918, -0.50595], [-4.98357, -1.48321, 2.75794], [2.92163, -1.93007, -0.74207], [0.31499, 0.50740, -3.65766], [4.47504, 3.07844, 4.45007], [4.17471, -0.62983, -2.15053], [-0.52697, -3.14661, -0.41437], [-1.46151, -0.65050, -3.98974], [0.78573, 1.68596, -2.80457], [0.23862, 4.81727, 2.00025], [-4.41666, -3.55915, 2.91293], [1.02091, -3.87090, -1.49388], [4.92797, 2.54887, 5.45515], [-3.66422, -1.63803, -6.20546]], "total_charge": 1, "max_force_ev_per_a": 0.51, "multiplicity": 1, "relative_energy_kj_mol": 11.3, "energy_ha": -4225.3561, "orbital_gap_ev": 9.4}